# 1
The following is a DFT calculation (the ωB97M-V functional and the def2-TZVPD basis) of a 13-piece molecular cluster, C16H58N16O13 overall at a distorted geometry.

Last column: Löwdin charge in e.
Geometry (Å):
H (1.726, 4.401, 0.295)  0.0348
C (-5.237, 0.931, 1.013)  -0.3134
N (0.155, 1.045, -0.187)  0.2099
H (4.218, -0.361, -0.886)  0.0897
O (0.733, 1.502, -4.484)  -0.1378
H (-3.456, 0.034, 0.002)  0.0676
N (-3.147, -2.047, -2.355)  0.1313
H (-0.297, -0.279, 5.756)  0.0859
H (4.701, -2.580, -2.011)  0.1074
C (1.310, -4.178, -2.912)  -0.3291
H (1.999, 5.004, 2.495)  0.1309
H (0.448, -1.841, 0.681)  0.0653
O (2.161, -4.818, 0.698)  -0.1325
N (-3.505, 0.700, -2.706)  0.1878
N (-5.474, 0.548, -3.493)  0.1654
N (5.570, -0.185, 3.891)  0.1823
H (1.404, -2.331, 2.586)  0.0144
N (-0.632, 0.190, 4.978)  0.1780
H (-3.435, 1.803, 0.508)  0.0687
H (2.724, 4.313, -1.159)  0.1566
H (3.150, -1.160, 0.182)  0.0363
H (-0.294, -3.985, 0.396)  0.1651
H (3.855, -1.175, 5.181)  0.1264
H (0.844, 5.766, 1.509)  0.1792
C (-1.101, 3.582, -1.851)  -0.1239
H (-0.098, 3.510, -1.336)  0.0679
N (0.764, 2.979, 2.974)  0.1196
N (-0.657, 0.462, 2.842)  0.1697
C (0.228, 4.044, 2.289)  -0.5965
H (0.054, 1.053, -5.081)  0.1132
O (3.896, 0.169, 2.270)  -0.0909
C (-4.629, 1.303, -2.912)  -0.6409
C (2.829, 2.749, 0.009)  -0.6829
H (-0.253, -3.110, -2.136)  0.0517
N (3.773, -1.132, 4.180)  0.1631
H (-0.404, 1.673, -0.696)  0.0384
H (3.598, -3.408, -0.800)  0.1244
H (0.569, -2.059, -3.043)  0.0383
C (-3.760, 0.804, 0.742)  -0.0706
O (-4.424, -2.313, -0.388)  -0.1064
H (2.851, -3.243, 2.573)  0.1605
H (1.412, -0.497, 0.985)  0.0961
N (1.096, 4.926, 2.090)  0.1502
H (-6.360, 0.897, -3.705)  0.0985
O (5.391, -2.492, -0.063)  -0.0927
H (-1.927, 2.685, -0.370)  0.0527
H (5.637, -1.550, -0.108)  0.0725
O (-0.971, 4.069, 1.639)  -0.0663
H (-2.367, -1.831, -1.755)  0.0492
N (1.882, -3.098, 2.244)  0.2015
H (0.997, 1.431, 0.243)  0.0809
C (-0.227, -0.183, -0.199)  -0.5822
O (0.634, -4.455, -4.083)  -0.0491
H (-1.663, 4.568, -1.588)  0.1230
N (2.323, 3.902, -0.291)  0.1821
H (-0.308, 0.705, -3.025)  0.0612
H (-2.834, -1.954, -3.362)  0.1749
H (2.879, -1.103, -1.536)  0.0423
H (2.370, -4.103, -2.993)  0.0990
H (1.195, -4.912, -2.108)  0.1120
C (-4.295, -2.207, -1.772)  -0.6340
N (2.470, 2.191, 1.089)  0.1388
H (-5.757, 1.133, 0.073)  0.1049
H (1.259, 1.249, -2.466)  0.0779
C (-0.094, -0.179, 3.816)  -0.5057
H (-5.483, -0.432, -3.263)  0.0448
H (-1.497, 0.954, 2.903)  0.1087
H (1.644, 2.993, 3.484)  0.1331
H (-3.468, -0.317, -2.719)  0.0452
N (0.187, -3.346, 1.094)  0.1173
H (-1.039, 3.506, -2.932)  0.0866
H (1.273, -2.545, -1.543)  0.0514
H (-6.385, 1.895, 2.199)  0.0702
H (-0.909, 1.189, 5.083)  0.1464
H (1.195, -0.199, -3.438)  0.0452
O (-5.494, 2.024, 1.888)  -0.0610
C (0.741, -2.884, -2.426)  -0.0849
H (1.840, 2.644, 1.829)  0.0613
O (-4.821, 2.662, -2.695)  -0.1420
H (6.162, 0.268, 3.205)  0.1357
H (-3.389, 0.554, 1.627)  0.0085
C (0.735, 0.734, -3.292)  -0.1612
H (-5.217, -2.387, -3.548)  0.1362
H (-2.763, 1.173, -2.186)  0.0737
C (3.575, -1.265, -0.783)  -0.1210
C (4.410, -0.343, 3.417)  -0.6584
H (-0.491, -3.079, 1.781)  0.1278
H (6.045, -0.722, 4.588)  0.1289
C (4.304, -2.502, -1.006)  -0.3143
O (0.978, -1.079, 3.698)  -0.1459
H (-6.187, -1.996, -2.218)  0.1537
H (-5.634, -0.045, 1.316)  0.1117
O (-1.286, -0.697, -0.916)  -0.0960
H (1.204, -4.617, -4.836)  0.0885
N (-5.240, -2.090, -2.594)  0.1344
N (0.511, -0.777, 0.649)  0.1374
C (1.414, -3.830, 1.382)  -0.5825
O (3.684, 2.131, -0.859)  -0.1040
H (2.948, 1.304, 1.313)  0.0733
H (2.754, -1.168, 3.899)  0.0790
H (-0.264, 0.117, 1.914)  0.0972
O (-1.863, 2.540, -1.316)  -0.1898
H (0.283, 2.064, 2.958)  0.0720

Its energy above the lowest of the compared OMol25 structures with the same formula, charge and spin is 11.918 eV. Its maximum force is 10.3 eV/Å. The energy is -67986.3624 eV.

***

# 2
The following is a DFT calculation (the ωB97M-V functional and the def2-TZVPD basis) of a 13-piece molecular cluster, C16H58N16O17 overall at a distorted geometry.

Last column: Löwdin charge in e.
Geometry (Å):
N (-5.100, -1.895, -1.338)  0.1881
H (-1.663, 4.436, -2.907)  0.1110
H (1.500, 2.738, -0.740)  0.1084
C (-3.565, 0.816, 2.435)  -0.1522
H (-4.275, 0.206, 1.876)  0.1116
N (-0.113, -0.785, -4.807)  0.1838
H (0.119, -0.270, -3.969)  0.0789
H (1.932, 0.816, -3.115)  0.0845
H (-1.332, 6.356, -0.493)  0.1188
H (0.764, -4.979, 0.889)  0.1069
H (-0.201, -1.080, 4.384)  0.0544
H (1.197, -2.988, -1.279)  0.0555
O (-2.531, -3.052, 4.221)  0.0694
H (1.496, -0.134, 5.232)  0.0870
H (-2.335, -2.494, 1.070)  0.0434
H (-1.362, -3.431, 6.382)  0.1160
O (3.740, 4.010, -1.568)  -0.0631
H (-3.609, 2.029, 0.695)  0.1107
N (-1.510, 3.808, -2.131)  0.2040
H (-1.294, 0.123, 0.661)  0.0745
O (-0.751, -3.703, -0.598)  0.0049
H (2.603, -0.797, -3.120)  0.1020
C (-1.606, -2.446, 4.667)  -0.7958
N (-1.430, 5.822, -1.345)  0.1629
N (-1.081, 0.918, 0.076)  0.1885
H (-1.206, 1.913, 0.198)  0.0761
C (2.821, 4.555, -0.738)  -0.2615
H (-4.469, 3.888, 2.049)  0.0963
C (1.218, 1.698, 4.521)  -0.1276
H (0.191, -4.344, 2.339)  0.1040
H (0.672, 3.329, 3.059)  0.1169
H (0.997, -0.292, 1.407)  0.0938
N (3.967, -4.568, -1.221)  0.1489
H (-2.320, -3.294, -1.290)  0.0592
H (0.096, -0.515, -5.757)  0.1233
H (4.401, 4.647, -1.848)  0.0999
N (2.154, -3.240, -1.074)  0.1712
O (-3.538, -1.738, 0.206)  0.0099
O (2.812, 2.538, 0.784)  -0.0946
O (-2.253, 0.231, 2.442)  -0.1192
H (2.255, 1.729, 4.186)  0.1143
C (-3.518, 2.207, 1.767)  -0.2992
N (-1.536, -2.980, 1.452)  0.1966
H (4.421, -5.454, -1.394)  0.1134
C (2.675, -4.460, -1.442)  -0.7524
H (3.648, 0.680, -1.379)  0.1046
H (-4.015, 0.915, 3.423)  0.1238
H (-1.179, -1.994, -6.492)  0.1093
H (-1.249, -1.160, -0.351)  0.0755
H (3.100, -0.658, -4.968)  0.0802
O (3.203, 0.257, -4.698)  -0.0713
O (-1.401, 4.134, 0.021)  0.0434
H (-5.484, -2.245, -2.204)  0.1225
O (-3.086, 0.567, -3.991)  -0.0535
O (5.277, 0.058, -2.525)  -0.0543
H (2.205, 5.109, -1.446)  0.1220
O (4.105, -0.366, 1.778)  0.0175
O (-0.055, -2.700, -3.670)  0.0069
O (-1.031, 2.661, 3.977)  -0.0627
H (2.664, -2.646, -0.436)  0.0798
N (-0.997, -2.605, -5.708)  0.1711
H (-2.275, 1.014, -4.233)  0.0116
H (-1.251, 6.219, -2.257)  0.1131
C (4.051, 0.727, -2.391)  -0.2143
O (0.764, 0.292, 4.779)  -0.1058
H (-1.096, -2.635, 2.294)  0.0482
C (2.935, -0.757, 1.818)  -0.8373
H (3.437, 5.059, 0.006)  0.1232
O (-0.351, 1.297, -2.129)  -0.0506
C (-0.351, -2.056, -4.696)  -0.7470
N (1.982, -0.109, 1.278)  0.1904
H (4.172, 1.766, -2.698)  0.0930
N (-3.213, -2.945, -1.607)  0.2067
H (1.216, 2.295, 5.433)  0.1101
H (-3.628, -3.047, -2.523)  0.1134
H (-5.628, -1.307, -0.709)  0.1284
H (2.144, 0.826, 0.933)  0.0672
O (2.057, -5.431, -1.728)  0.0508
H (4.453, -3.798, -0.785)  0.1021
H (-1.091, -3.610, -5.678)  0.1240
H (3.252, 3.095, 1.430)  0.0892
H (0.228, 1.813, 2.544)  0.0908
O (-4.548, 2.954, 2.252)  -0.0408
C (2.831, 0.244, -3.347)  -0.2354
H (1.562, -2.235, 2.308)  0.0852
N (-1.007, -2.672, 5.819)  0.1710
H (-0.366, -1.989, 6.198)  0.1000
H (-0.562, -1.275, -1.963)  0.0838
C (0.287, 2.394, 3.465)  -0.2061
C (-0.716, 0.553, -1.165)  -0.6412
H (5.406, -0.125, -3.458)  0.0746
N (-0.831, -0.724, -1.160)  0.2154
N (-0.953, -1.590, 3.943)  0.1410
H (-1.367, 2.809, -2.168)  0.0666
H (-2.844, -0.357, -3.939)  0.0078
H (-1.530, -1.123, 3.258)  0.0655
N (0.247, -4.236, 1.337)  0.1586
H (-0.945, 3.417, 4.562)  0.0940
N (2.492, -1.841, 2.291)  0.1792
C (2.006, 3.426, -0.064)  -0.1689
C (-3.950, -2.187, -0.852)  -0.7584
H (-2.622, 2.823, 1.848)  0.0924
C (-1.502, 4.552, -1.079)  -0.8298
H (1.175, 3.851, 0.499)  0.0931
H (-1.660, 0.835, 2.894)  0.0528
C (-0.722, -3.612, 0.622)  -0.6702
H (3.177, -2.484, 2.662)  0.1244

Its energy above the lowest of the compared OMol25 structures with the same formula, charge and spin is 4.317 eV. Its maximum force is 8.4 eV/Å. The energy is -76184.4606 eV.